Arrangement P

Here is a single C21H25N3O3S molecule from OMol25. Energies are from wB97M-V/def2-TZVPD.

SMILES: CCN(CC)C(=O)Cn1cc(SCC(=O)NCc2ccco2)c2ccccc21
HOMO level (eV): -8.0
Kohn-Sham gap (eV): 8.57

Each line ends with the natural charge from an NBO analysis.
Atoms and positions in Å:
C (5.157, 1.430, 0.857)  -0.62
C (3.809, 1.274, 0.159)  -0.22
N (2.882, 0.487, 0.960)  -0.43
C (2.047, 1.233, 1.877)  -0.21
C (0.828, 1.837, 1.184)  -0.61
C (2.892, -0.846, 0.781)  0.67
O (3.631, -1.387, -0.023)  -0.64
C (1.943, -1.714, 1.631)  -0.30
N (0.576, -1.631, 1.197)  -0.36
C (-0.483, -1.160, 1.918)  -0.01
C (-1.629, -1.245, 1.176)  -0.28
S (-3.256, -0.764, 1.664)  0.24
C (-3.014, 1.019, 1.955)  -0.61
C (-2.590, 1.858, 0.754)  0.67
O (-2.219, 3.003, 0.914)  -0.63
N (-2.699, 1.262, -0.444)  -0.62
C (-2.296, 1.920, -1.668)  -0.27
C (-0.841, 1.735, -1.967)  0.27
C (0.133, 2.639, -2.273)  -0.31
C (1.322, 1.890, -2.459)  -0.33
C (0.982, 0.591, -2.247)  0.09
O (-0.324, 0.487, -1.952)  -0.41
C (-1.277, -1.831, -0.076)  -0.11
C (-1.998, -2.183, -1.216)  -0.20
C (-1.317, -2.747, -2.269)  -0.22
C (0.061, -2.972, -2.205)  -0.22
C (0.797, -2.637, -1.089)  -0.26
C (0.117, -2.060, -0.023)  0.20
H (5.823, 2.030, 0.244)  0.21
H (5.607, 0.452, 1.007)  0.22
H (5.042, 1.916, 1.823)  0.20
H (3.949, 0.754, -0.791)  0.23
H (3.358, 2.249, -0.032)  0.20
H (1.725, 0.591, 2.696)  0.19
H (2.656, 2.035, 2.306)  0.20
H (1.125, 2.527, 0.400)  0.22
H (0.220, 1.058, 0.733)  0.21
H (0.217, 2.383, 1.897)  0.22
H (2.297, -2.745, 1.506)  0.23
H (2.007, -1.453, 2.689)  0.22
H (-0.355, -0.786, 2.916)  0.22
H (-2.289, 1.159, 2.757)  0.24
H (-3.980, 1.386, 2.304)  0.25
H (-2.920, 0.277, -0.483)  0.42
H (-2.907, 1.522, -2.484)  0.21
H (-2.488, 2.990, -1.553)  0.24
H (0.018, 3.700, -2.352)  0.23
H (2.289, 2.270, -2.717)  0.23
H (1.551, -0.316, -2.266)  0.22
H (-3.067, -2.027, -1.258)  0.22
H (-1.851, -3.026, -3.165)  0.21
H (0.559, -3.420, -3.052)  0.22
H (1.862, -2.806, -1.047)  0.24

=====

Arrangement Q

Here is a single C21H25N3O3S molecule from OMol25. Energies are from wB97M-V/def2-TZVPD.

SMILES: COC[C@H](C)n1c(SCC(=O)c2cc(C)n(C)c2C)nc2ccccc2c1=O
HOMO level (eV): -8.1
Kohn-Sham gap (eV): 8.61

Each line ends with the natural charge from an NBO analysis.
Atoms and positions in Å:
C (-0.357, 3.602, -4.422)  -0.25
O (0.855, 3.294, -3.779)  -0.53
C (0.827, 3.400, -2.378)  -0.06
C (0.055, 2.242, -1.702)  -0.08
C (-1.332, 2.641, -1.201)  -0.63
N (0.824, 1.676, -0.594)  -0.45
C (1.038, 0.333, -0.486)  0.34
S (0.325, -0.709, -1.714)  0.27
C (0.809, -2.361, -1.124)  -0.64
C (-0.419, -3.245, -0.956)  0.56
O (-0.544, -4.236, -1.652)  -0.57
C (-1.376, -2.818, 0.039)  -0.22
C (-1.212, -1.812, 1.035)  -0.29
C (-2.377, -1.726, 1.735)  0.14
C (-2.725, -0.833, 2.873)  -0.65
N (-3.260, -2.643, 1.209)  -0.33
C (-4.611, -2.858, 1.644)  -0.41
C (-2.669, -3.312, 0.190)  0.23
C (-3.379, -4.353, -0.591)  -0.67
N (1.701, -0.234, 0.459)  -0.58
C (2.238, 0.533, 1.452)  0.26
C (2.977, -0.074, 2.473)  -0.25
C (3.503, 0.698, 3.482)  -0.17
C (3.306, 2.079, 3.504)  -0.24
C (2.577, 2.688, 2.508)  -0.13
C (2.038, 1.923, 1.472)  -0.23
C (1.263, 2.551, 0.410)  0.67
O (0.995, 3.734, 0.362)  -0.61
H (-0.133, 3.652, -5.486)  0.20
H (-0.747, 4.571, -4.088)  0.17
H (-1.118, 2.832, -4.255)  0.16
H (1.877, 3.363, -2.078)  0.20
H (0.411, 4.365, -2.066)  0.18
H (-0.038, 1.452, -2.455)  0.23
H (-1.242, 3.426, -0.455)  0.24
H (-1.941, 3.005, -2.023)  0.21
H (-1.825, 1.779, -0.755)  0.22
H (1.338, -2.195, -0.186)  0.29
H (1.469, -2.797, -1.875)  0.25
H (-0.326, -1.244, 1.232)  0.23
H (-1.880, -0.184, 3.084)  0.24
H (-3.588, -0.210, 2.637)  0.21
H (-2.949, -1.405, 3.774)  0.21
H (-4.766, -2.392, 2.614)  0.22
H (-4.811, -3.927, 1.730)  0.21
H (-5.321, -2.430, 0.931)  0.20
H (-4.312, -3.966, -1.001)  0.21
H (-3.614, -5.214, 0.036)  0.22
H (-2.737, -4.685, -1.402)  0.27
H (3.121, -1.143, 2.444)  0.22
H (4.077, 0.230, 4.269)  0.22
H (3.727, 2.667, 4.305)  0.22
H (2.407, 3.754, 2.498)  0.23

=====

It is arrangement Q that is the least stable of them.

=====

Arrangement P

Here is 10 unconnected molecules or ions with the total composition C2H24N4O10 from OMol25. Energies are from wB97M-V/def2-TZVPD.

SMILES: NC(N)=O.NC(N)=O.O.O.O.O.O.O.O.O
HOMO level (eV): -9.7
Kohn-Sham gap (eV): 9.76

Each line ends with the natural charge from an NBO analysis.
Atoms and positions in Å:
N (1.047, 0.674, 0.845)  -0.83
C (0.851, -0.598, 0.579)  0.75
N (1.763, -0.953, -0.291)  -0.82
O (-0.017, -1.256, 1.107)  -0.66
H (0.317, 1.214, 1.288)  0.40
H (1.722, 1.223, 0.332)  0.37
H (2.462, -0.276, -0.561)  0.38
H (1.872, -1.925, -0.546)  0.40
N (-4.658, 3.188, 1.103)  -0.82
C (-5.654, 2.745, 0.454)  0.75
N (-5.767, 3.514, -0.604)  -0.84
O (-6.422, 1.877, 0.816)  -0.66
H (-4.028, 3.946, 0.881)  0.39
H (-4.577, 2.692, 1.978)  0.40
H (-4.970, 4.081, -0.857)  0.38
H (-6.683, 3.574, -1.025)  0.41
O (4.726, 3.269, -0.772)  -0.94
H (4.748, 4.067, -0.244)  0.47
H (5.609, 2.906, -0.696)  0.47
O (6.496, -0.910, 2.734)  -0.93
H (5.953, -1.303, 2.051)  0.47
H (7.366, -1.285, 2.595)  0.47
O (1.436, 1.901, -5.169)  -0.94
H (1.965, 2.497, -4.639)  0.47
H (1.368, 2.333, -6.020)  0.47
O (-4.084, -3.618, -0.761)  -0.94
H (-3.626, -3.029, -0.160)  0.47
H (-3.880, -4.496, -0.437)  0.46
O (4.705, -4.659, -4.240)  -0.94
H (5.250, -5.286, -3.765)  0.47
H (5.325, -4.149, -4.762)  0.47
O (-2.501, -2.731, 5.773)  -0.94
H (-2.704, -2.918, 4.856)  0.47
H (-1.746, -3.287, 5.970)  0.47
O (1.208, -2.670, -5.688)  -0.94
H (1.292, -1.730, -5.528)  0.47
H (1.970, -3.056, -5.255)  0.47
O (-2.448, 1.720, 6.063)  -0.94
H (-2.455, 0.764, 6.031)  0.48
H (-3.231, 1.949, 6.564)  0.47

=====

Arrangement Q

Here is a molecular structure, C2H24N4O10 from OMol25. Energies are from wB97M-V/def2-TZVPD.

HOMO level (eV): -7.6
Kohn-Sham gap (eV): 6.24

Each line ends with the natural charge from an NBO analysis.
Atoms and positions in Å:
O (-0.322, 2.640, 1.642)  -0.98
H (-0.812, 2.996, 0.901)  0.40
H (0.134, 1.878, 1.284)  0.42
O (1.854, 2.599, -0.437)  -1.00
H (1.587, 3.343, 0.103)  0.44
H (1.269, 1.888, -0.173)  0.43
O (3.112, -1.969, 1.728)  -1.01
H (2.246, -1.854, 2.118)  0.42
H (3.302, -1.128, 1.313)  0.46
O (-1.468, -2.273, -1.207)  -0.89
H (-0.980, -2.408, -0.395)  0.44
H (-1.090, -2.901, -1.822)  0.44
O (-2.270, -0.609, -1.124)  -0.96
H (-1.461, -0.250, -0.759)  0.42
H (-2.889, 0.121, -1.097)  0.42
O (0.120, 0.040, 3.268)  -0.97
H (0.554, -0.777, 3.022)  0.42
H (-0.798, -0.096, 3.035)  0.46
O (0.417, -2.333, -0.034)  -0.85
H (1.144, -2.844, -0.392)  0.54
H (0.112, -2.843, 0.716)  0.48
O (1.337, -1.694, 2.745)  -0.81
H (1.817, -1.888, 3.550)  0.54
H (0.615, -2.323, 2.739)  0.51
C (-0.766, 1.656, -2.630)  0.70
O (0.426, 1.695, -2.434)  -0.58
N (-1.233, 0.902, -3.603)  -0.80
N (-1.756, 2.198, -1.871)  -0.84
H (-0.658, 0.602, -4.376)  0.41
H (-2.213, 0.940, -3.847)  0.38
H (-2.748, 2.177, -2.062)  0.40
H (-1.542, 2.791, -1.082)  0.41
C (0.393, 0.458, 0.333)  0.79
O (0.687, 1.617, 0.611)  -0.58
N (-0.256, 0.098, -0.813)  -0.85
N (0.797, -0.524, 1.031)  -0.82
H (-0.414, -0.888, -0.963)  0.42
H (-0.300, 0.777, -1.559)  0.41
H (1.504, -0.338, 1.728)  0.40
H (0.550, -1.479, 0.813)  0.37

=====

It is arrangement Q that is the least stable of them.

=====

Arrangement P

Here is 2 unconnected molecules or ions with the total composition CHNO3 from OMol25. Energies are from wB97M-V/def2-TZVPD.

HOMO level (spin up / spin down) (eV): -9.0 / -12.8
Kohn-Sham gap (spin up / spin down) (eV): 9.61 / 13.00
<S²>: 2.01
Spin multiplicity: 3

Each line ends with the Mulliken spin population.
Atoms and positions in Å:
C (-1.498, 0.179, -1.272)  0.00
N (0.616, -0.518, 1.657)  1.72
O (-2.536, 0.653, -1.229)  0.00
O (-0.513, -0.364, -1.475)  0.00
O (1.509, 0.009, 0.941)  0.22
H (2.422, 0.041, 1.377)  0.06

=====

Arrangement Q

Here is 2 unconnected molecules or ions with the total composition CHNO3 from OMol25. Energies are from wB97M-V/def2-TZVPD.

HOMO level (spin up / spin down) (eV): -9.0 / -12.9
Kohn-Sham gap (spin up / spin down) (eV): 9.54 / 11.51
<S²>: 2.01
Spin multiplicity: 3

Each line ends with the Mulliken spin population.
Atoms and positions in Å:
C (1.257, -0.809, 0.801)  0.00
N (-1.597, 0.736, -1.066)  0.99
O (0.721, -1.703, 0.280)  0.00
O (1.926, -0.019, 1.288)  0.00
O (-1.496, 0.222, 0.025)  0.82
H (-0.810, 1.573, -1.328)  0.19

=====

It is arrangement P that is the least stable of them.

=====

Arrangement P

Here is a molecular structure, C3H2N2O2 from OMol25. Energies are from wB97M-V/def2-TZVPD.

HOMO level (spin up / spin down) (eV): -8.9 / -8.9
Kohn-Sham gap (spin up / spin down) (eV): 7.72 / 7.72

Each line ends with the natural charge from an NBO analysis.
Atoms and positions in Å:
O (0.804, 1.564, 0.473)  -0.37
C (1.750, 0.684, 0.400)  0.26
C (0.140, 0.306, 0.196)  0.66
N (-0.343, 0.048, -0.999)  -0.58
C (-1.286, -0.882, -0.670)  0.16
N (-1.447, -1.147, 0.593)  -0.17
O (-0.488, -0.291, 1.211)  -0.34
H (2.755, 1.105, 0.212)  0.16
H (-1.886, -1.386, -1.417)  0.21

=====

Arrangement Q

Here is a single C3H2N2O2 molecule from OMol25. Energies are from wB97M-V/def2-TZVPD.

SMILES: O=Cc1ncno1
HOMO level (eV): -11.1
Kohn-Sham gap (eV): 10.43

Each line ends with the natural charge from an NBO analysis.
Atoms and positions in Å:
O (-2.557, -0.588, -0.519)  -0.45
C (-1.793, 0.150, 0.044)  0.37
C (-0.317, -0.055, 0.050)  0.38
N (0.558, 0.889, 0.203)  -0.45
C (1.726, 0.201, 0.014)  0.13
N (1.579, -1.075, -0.209)  -0.11
O (0.211, -1.251, -0.194)  -0.24
H (-2.109, 1.064, 0.574)  0.15
H (2.702, 0.665, 0.037)  0.22

=====

Arrangement R

Here is a single C3H2N2O2 molecule from OMol25. Energies are from wB97M-V/def2-TZVPD.

SMILES: O=C=N/C=C\N=O
HOMO level (spin up / spin down) (eV): -8.5 / -9.3
Kohn-Sham gap (spin up / spin down) (eV): 7.59 / 7.88

Each line ends with the natural charge from an NBO analysis.
Atoms and positions in Å:
O (-0.605, -0.913, 3.089)  -0.48
C (-0.430, -0.874, 1.933)  0.88
N (-0.627, -0.810, 0.739)  -0.55
C (-0.156, -0.676, -0.531)  0.01
C (0.391, 0.493, -1.209)  -0.14
N (0.597, 1.722, -0.777)  0.09
O (1.184, 2.259, 0.167)  -0.26
H (-0.721, -1.419, -1.069)  0.21
H (0.367, 0.216, -2.342)  0.24

=====

Arrangement S

Here is a single C3H2N2O2 molecule from OMol25. Energies are from wB97M-V/def2-TZVPD.

SMILES: [H]/N=C(/C#N)OC=O
HOMO level (eV): -11.7
Kohn-Sham gap (eV): 11.66

Each line ends with the natural charge from an NBO analysis.
Atoms and positions in Å:
H (0.289, 2.467, -1.074)  0.37
N (0.577, 1.541, -1.389)  -0.59
C (0.263, 0.608, -0.608)  0.46
C (0.596, -0.782, -0.905)  0.18
N (0.721, -1.930, -0.861)  -0.24
O (-0.404, 0.677, 0.584)  -0.53
C (-0.629, -0.566, 1.247)  0.65
O (-1.672, -1.122, 1.202)  -0.46
H (0.259, -0.893, 1.805)  0.15

=====

It is arrangement P that is the least stable of them.